The following is a quantum chemistry calculation of a cluster of 2 separate species, C20H13F4O7S2 in total, from the Open Molecules 2025 dataset.

Geometry as XYZ:
```
46
Properties=species:S:1:pos:R:3:forces:R:3
S 0.4387 4.3750 -1.4925 -2.0 -1.6 0.3
S -2.3754 4.6602 -2.7256 1.4 0.9 1.0
F 2.7112 0.4145 3.1486 -1.1 -0.2 -0.1
F -2.1094 0.3340 3.0459 1.1 -0.2 0.0
F -2.0695 -2.3439 3.1790 1.0 0.1 0.0
F 2.7536 -2.2647 3.2336 -1.0 0.1 0.0
O 0.2687 1.6545 2.9851 0.1 -0.2 0.1
O 0.7803 3.3087 -2.5067 0.4 2.8 2.0
O 0.3631 -3.5907 3.2050 0.0 -0.2 0.0
O -1.5288 4.8841 -3.9508 -1.8 -0.4 2.5
O -3.4720 5.6495 -2.4099 2.2 -2.4 -0.8
O 1.1576 4.4234 -0.1645 -0.9 -0.3 -2.7
O -2.0609 3.9961 -0.1645 -0.6 0.5 1.0
C 0.2980 0.4486 3.0628 -0.1 2.1 -0.2
C -4.6597 1.4041 -2.0590 0.0 -0.1 0.2
C 1.5821 -1.6161 3.1807 1.3 1.4 0.0
C 0.3560 8.3994 -1.7317 -0.1 -0.1 0.2
C -2.4147 2.0196 -3.5389 0.5 -0.1 -0.5
C 0.8189 8.6368 -3.0107 0.2 0.2 -0.3
C 0.5857 6.0557 -2.1022 0.7 -0.7 -0.6
C 1.1802 7.5841 -3.8293 0.0 0.2 -0.1
C 1.5607 -0.2730 3.1297 1.6 -1.2 0.1
C 0.3441 -2.3823 3.1793 0.0 -1.7 0.0
C -1.3469 4.3131 -1.2950 1.6 1.0 -2.4
C 0.2329 7.1017 -1.2791 0.0 0.1 0.6
C -4.1514 2.6864 -2.0496 -0.5 0.3 0.5
C -1.3269 3.4273 0.9052 0.0 -0.2 -0.2
C -0.9183 -1.6587 3.1465 -1.4 1.4 0.0
C -4.0388 0.4270 -2.8097 -0.3 -0.3 0.1
C -3.0352 2.9893 -2.7873 -0.5 1.1 -0.6
C -0.9393 -0.3165 3.0879 -1.6 -1.3 0.0
C -2.9188 0.7347 -3.5553 0.3 0.1 0.0
C 1.0560 6.2874 -3.3735 0.2 -0.3 -0.3
H -1.5317 2.2779 -4.1003 0.2 0.1 -0.1
H -5.5229 1.1673 -1.4593 -0.2 -0.1 0.1
H 0.0884 9.2228 -1.0872 -0.1 0.1 0.1
H 0.9030 9.6493 -3.3711 0.0 0.2 -0.1
H -0.1233 6.8980 -0.2804 -0.1 -0.1 0.1
H -4.6108 3.4640 -1.4621 -0.1 0.1 0.0
H 1.5532 7.7722 -4.8237 0.0 0.0 -0.2
H -0.2652 3.6523 0.8115 -0.4 -0.1 0.4
H -1.7144 3.8280 1.8450 0.0 -0.1 -0.1
H 1.3113 5.4490 -4.0051 0.0 -0.1 0.0
H -4.4320 -0.5767 -2.8169 -0.1 -0.2 0.0
H -1.4694 2.3452 0.8803 0.0 -0.2 0.1
H -2.4205 -0.0292 -4.1301 0.1 -0.1 -0.1
```
Forces are in eV/Å.

- Strongest force on any atom: 0.0682 hartree/bohr
- Molecular weight: 505.443 g mol⁻¹
- Total energy: -67818.925 eV
- Charge: -1
- Energy above the lowest of the compared OMol25 structures with the same formula, charge and spin: 0.0000 eV
- Gap between HOMO and LUMO: 2.2506 eV

The following is a quantum chemistry calculation of a structure of composition C20H14AsIrS5, from the Open Molecules 2025 dataset.

Geometry as XYZ:
```
41
Properties=species:S:1:pos:R:3:forces:R:3
Ir -1.6870 1.8233 -1.4487 -0.5 -0.3 0.4
As -0.2745 0.2869 -0.2169 0.0 -0.1 -0.1
S -2.8767 2.6896 -3.2098 -0.1 0.2 -0.1
S -1.6982 3.6711 1.3040 -0.1 0.2 0.1
S -3.5257 0.4226 -0.8092 0.5 0.0 -0.1
S -0.1099 2.9898 -2.7399 0.1 0.0 0.1
S -1.2816 4.3022 -5.1846 0.0 0.0 0.0
C -3.1785 -3.1678 0.9733 0.0 0.0 0.0
C 2.1491 2.1647 2.6067 0.0 0.0 0.0
C 2.3105 -0.9774 -0.5574 0.0 0.0 0.0
C 1.5520 1.8297 3.8158 0.0 0.0 0.0
C 2.1010 -1.1411 -3.3238 0.0 0.0 0.0
C 3.3287 -1.5617 -1.2974 0.0 0.0 0.0
C -1.6882 2.8253 0.0283 0.2 -0.2 -0.2
C 1.0828 -0.5525 -2.5900 0.1 0.0 0.0
C -1.8157 -3.3203 1.2233 0.0 0.0 0.0
C 1.1884 -0.4717 -1.2053 0.0 0.0 -0.1
C -1.4413 -1.1591 0.2344 -0.1 0.1 0.1
C -1.4009 3.4399 -3.8308 0.0 -0.1 -0.1
C -3.6640 -2.0282 0.3597 0.0 0.0 0.0
C 0.5071 0.8493 1.4444 0.0 0.1 0.0
C 0.4318 1.0128 3.8379 0.0 0.0 0.0
C 3.2231 -1.6424 -2.6784 0.0 0.0 0.0
C 1.6247 1.6798 1.4193 0.0 0.0 0.0
C -0.9520 -2.3066 0.8528 0.0 -0.1 0.0
C -0.0970 0.5212 2.6512 0.0 0.0 0.0
C -2.8019 -0.9932 -0.0237 0.0 0.1 0.0
H -1.4381 -4.2199 1.6898 0.0 0.0 0.0
H 1.9600 2.2115 4.7427 0.0 0.0 0.0
H -4.7242 -1.9256 0.1650 0.0 0.0 0.0
H 0.2191 -0.1445 -3.0998 0.0 0.0 0.0
H -0.0363 0.7571 4.7794 0.0 0.0 0.0
H 2.3964 -0.9109 0.5208 0.0 0.0 0.0
H 0.1134 -2.4080 1.0292 0.0 0.0 0.0
H 4.2046 -1.9504 -0.7948 0.0 0.0 0.0
H 4.0199 -2.0941 -3.2549 0.0 0.0 0.0
H -0.9765 -0.1102 2.6679 0.0 0.0 0.0
H -3.8700 -3.9508 1.2571 0.0 0.0 0.0
H 3.0196 2.8070 2.5884 0.0 0.0 0.0
H 2.0845 1.9507 0.4753 0.0 0.0 0.0
H 2.0213 -1.1983 -4.4012 0.0 0.0 0.0
```
Forces are in eV/Å.

- Strongest force on any atom: 0.0128 hartree/bohr
- Molecular weight: 681.806 g mol⁻¹
- Total energy: -138822.219 eV
- Energy above the lowest of the compared OMol25 structures with the same formula, charge and spin: 0.0000 eV
- Gap between HOMO and LUMO: 6.7715 eV

The following is a quantum chemistry calculation of a structure of composition C20H14Br2CrINO3S2, from the Open Molecules 2025 dataset.

Geometry as XYZ:
```
44
Properties=species:S:1:pos:R:3:forces:R:3
I 5.0401 -3.6067 -5.4808 0.0 0.0 0.0
Br 2.4836 3.7939 0.5994 0.0 0.0 0.0
Br 1.6866 4.0457 -4.9946 0.0 0.0 0.0
Cr -0.8370 0.0084 0.1100 0.3 0.3 0.0
S -3.0784 -0.6442 0.1379 0.0 -0.1 -0.1
S -0.7362 -0.9246 2.2710 0.1 0.0 0.1
O 2.4603 -0.6226 0.3533 0.0 -0.2 0.3
O 0.2065 1.6777 0.3585 0.0 -0.4 -0.2
O 0.5429 -1.0976 -0.7479 -0.1 0.1 0.3
N -1.1324 0.8880 -1.7291 -0.1 0.0 -0.2
C -1.8260 0.4142 -2.8050 0.2 0.1 0.1
C 2.6027 -2.6069 -3.9849 -0.1 0.1 0.1
C -0.5889 1.8150 -4.3460 0.0 0.0 0.1
C -2.2961 -1.6898 2.5032 0.0 0.0 0.1
C 4.6568 -2.4005 -2.7294 0.0 0.1 0.1
C 1.5532 3.1849 -0.9447 0.0 0.0 0.1
C 0.1643 2.3249 -3.2479 -0.1 -0.1 -0.1
C 1.8730 3.7206 -2.1848 0.0 0.0 0.0
C 3.9399 -1.8523 -1.6714 0.3 -0.1 0.0
C 1.8168 -1.0956 -0.5641 -0.1 0.4 -0.6
C -2.4122 -2.5091 3.7646 0.0 0.0 0.0
C 2.5680 -1.6910 -1.7502 -0.1 -0.2 0.1
C 3.9709 -2.7723 -3.8727 0.1 0.0 -0.1
C 1.9050 -2.0634 -2.9095 -0.1 -0.1 -0.2
C -4.6539 -2.2268 1.7906 0.1 0.0 0.0
C -0.1370 1.8220 -1.9597 -0.2 -0.2 0.0
C -1.5831 0.8480 -4.0822 0.1 0.1 0.0
C 1.1911 3.2867 -3.3050 0.0 0.0 0.0
C -3.2962 -1.5737 1.6165 -0.1 0.0 0.0
C 0.5539 2.2174 -0.7882 0.0 0.1 0.1
H -5.0638 -2.0638 2.7922 0.0 0.0 0.0
H -2.1752 0.4388 -4.8931 0.0 0.0 0.0
H -3.4248 -2.8872 3.9207 0.0 0.0 0.0
H -0.3915 2.1584 -5.3510 0.0 0.0 0.0
H 0.8343 -1.9115 -2.9591 0.0 0.0 0.0
H -2.5926 -0.3182 -2.5884 0.0 0.0 0.0
H -4.6115 -3.3098 1.6213 0.0 0.0 0.0
H -1.7302 -3.3648 3.7223 0.0 0.0 0.0
H -2.1216 -1.9139 4.6355 0.0 0.0 0.0
H 5.7281 -2.5330 -2.6640 0.0 0.0 0.0
H 4.4342 -1.5378 -0.7604 0.0 0.0 0.0
H -5.3565 -1.8109 1.0684 0.0 0.0 0.0
H 2.6541 4.4620 -2.2719 0.0 0.0 0.0
H 2.0852 -2.8887 -4.8915 0.0 0.0 0.0
```
Forces are in eV/Å.

- Strongest force on any atom: 0.0140 hartree/bohr
- Molecular weight: 719.178 g mol⁻¹
- Total energy: -226882.003 eV
- Charge: -2
- Spin multiplicity: 5
- Energy above the lowest of the compared OMol25 structures with the same formula, charge and spin: 0.5481 eV
- Gap between HOMO and LUMO (spin up / spin down): 2.9671 / 4.9047 eV

The following is a quantum chemistry calculation of a structure of composition C20H14Cl2F3IrN5O2S3, from the Open Molecules 2025 dataset.

Geometry as XYZ:
```
50
Properties=species:S:1:pos:R:3:forces:R:3
Ir -0.5227 -1.5011 0.4045 0.0 0.1 0.0
Cl -5.2112 -6.1391 -2.8311 0.0 0.0 0.0
Cl -2.2009 -1.8805 -4.1639 0.0 0.0 0.0
S -2.1833 0.1383 1.2330 -0.1 0.0 -0.1
S -1.2350 1.2570 3.9103 0.0 0.0 0.0
S 0.1725 -0.8622 2.4129 0.1 -0.1 0.0
F 0.4836 -4.0470 -0.4325 0.0 0.0 0.0
F 1.7945 -2.4486 -1.0645 0.0 0.0 0.0
F 1.8164 -3.1099 0.9927 0.0 0.0 0.0
O -1.3976 -1.9396 -1.4067 0.0 0.0 0.0
O -1.5422 -3.0552 1.2672 0.0 0.0 0.0
N 1.6564 1.6358 -1.3027 0.0 0.0 -0.1
N 3.9308 3.7373 1.7810 0.0 0.0 0.0
N 2.8264 3.2272 0.0109 0.0 0.0 0.0
N 0.3843 0.0166 -0.6133 -0.1 0.0 0.0
N 4.0523 3.3037 0.5898 0.0 0.0 0.0
C -3.6309 -3.9900 -3.3191 0.0 0.0 0.0
C 1.8618 3.6051 0.9011 0.0 0.0 0.0
C 0.9722 -2.8344 -0.0467 0.0 0.0 0.0
C 1.5583 0.5988 -0.4397 0.0 0.1 0.0
C 2.5896 3.9454 2.0390 0.0 0.0 0.0
C 0.4629 3.6524 0.8633 0.0 0.0 0.0
C -2.7150 -3.8187 -0.6971 0.0 0.0 0.0
C -4.0820 -4.9098 -2.3565 0.0 0.0 0.0
C -3.6369 -4.8253 -1.0749 0.0 0.0 0.0
C 1.9446 4.3779 3.2021 0.0 0.0 0.0
C 0.5725 4.4342 3.1716 0.0 0.0 0.0
C -2.2314 -2.8806 -1.6491 0.0 0.0 0.0
C 0.5004 1.6920 -2.0567 0.0 0.0 0.0
C -2.7425 -3.0132 -2.9755 0.0 0.0 0.0
C -2.3226 -3.8167 0.6696 0.0 0.0 0.0
C -1.1655 0.2840 2.6012 0.0 0.0 0.0
C 2.6975 2.6439 -1.2966 0.0 0.0 0.0
C -0.1560 4.0697 2.0186 0.0 0.0 0.0
C 2.6259 0.2395 0.5267 0.0 0.0 0.0
C -0.2820 0.6808 -1.6245 0.0 0.0 0.0
H -3.9896 -4.0553 -4.3371 0.0 0.0 0.0
H 0.0280 4.7459 4.0525 0.0 0.0 0.0
H 2.5395 0.8284 1.4434 0.0 0.0 0.0
H 2.5684 -0.8143 0.7791 0.0 0.0 0.0
H -1.2368 4.1032 2.0519 0.0 0.0 0.0
H -3.9850 -5.5292 -0.3297 0.0 0.0 0.0
H -1.2500 0.3583 -1.9605 0.0 0.0 0.0
H -0.1104 3.3622 -0.0066 0.0 0.0 0.0
H 2.5125 4.6397 4.0841 0.0 0.0 0.0
H 3.6705 2.2263 -1.5501 0.0 0.0 0.0
H 2.4218 3.3892 -2.0424 0.0 0.0 0.0
H 0.3509 2.4371 -2.8175 0.0 0.0 0.0
H -2.7716 -4.5940 1.2956 0.0 0.0 0.0
H 3.6068 0.4346 0.0931 0.0 0.0 0.0
```
Forces are in eV/Å.

- Strongest force on any atom: 0.0021 hartree/bohr
- Molecular weight: 772.683 g mol⁻¹
- Total energy: -101055.998 eV
- Spin multiplicity: 2
- Energy above the lowest of the compared OMol25 structures with the same formula, charge and spin: 0.0000 eV
- Gap between HOMO and LUMO (spin up / spin down): 7.6907 / 5.4506 eV

The following is a quantum chemistry calculation of an isolated molecule of C20H14Cl2N4S, from the Open Molecules 2025 dataset.

Geometry as XYZ:
```
41
Properties=species:S:1:pos:R:3:forces:R:3
Cl -4.6948 2.5956 -3.3594 -0.1 -0.1 0.2
Cl -2.8774 -2.3258 -1.8952 -0.2 0.3 0.3
S -1.3803 1.0609 -3.2401 1.4 1.4 -0.2
N 4.2985 0.5488 4.5896 0.2 -1.0 -0.4
N 2.4190 -0.1333 1.5268 -1.7 -0.9 -3.7
N 0.9546 -0.8615 -5.7166 -1.1 -0.1 4.3
N 0.0710 0.2551 -1.1251 -1.4 0.8 0.0
C 1.9858 0.7237 5.0695 -0.9 0.5 0.7
C -5.3686 0.2753 -0.1105 0.0 1.3 -2.6
C 2.0066 -1.1224 -1.2597 -0.5 0.1 1.3
C 0.7277 -0.7334 -3.1449 -1.3 0.9 -1.7
C -2.8592 0.1330 -3.6043 -0.7 0.5 0.0
C -3.7626 0.2111 -2.4551 -0.5 -1.6 1.3
C 1.6687 0.5961 3.7163 1.0 -0.8 0.6
C 1.0608 -0.3341 -0.5220 3.1 -0.8 -0.5
C 2.7460 0.2551 2.8003 -2.4 0.8 1.5
C 0.7258 -0.8364 -4.5489 0.5 0.3 -5.8
C -4.6290 1.2752 -2.2274 -0.1 0.2 2.0
C 1.3153 0.1214 0.8356 2.6 0.9 4.1
C -3.8029 -0.8808 -1.5503 -0.7 1.0 0.3
C 4.0617 0.2092 3.2929 -0.4 0.2 1.5
C 5.2697 -0.1752 2.4977 0.5 -1.1 -1.2
C -4.6374 -0.8278 -0.4257 0.5 -2.7 0.3
C 1.7626 -1.3558 -2.5794 2.6 -2.2 1.5
C 3.3085 0.6978 5.4749 -0.1 -0.2 -4.8
C -0.0838 0.1113 -2.4185 -1.8 -0.5 -0.4
C -5.3646 1.3543 -1.0122 -0.3 0.5 -1.0
H 6.1055 -0.7371 3.0353 -1.5 0.9 -0.3
H -6.1857 0.1528 0.5285 -0.7 0.3 1.5
H -2.6936 -0.8805 -3.8642 0.3 -0.7 -0.6
H 0.6201 0.8705 1.2883 0.0 -0.7 -0.7
H 5.6759 0.7489 2.1293 0.6 0.5 -0.1
H 2.4224 -2.0895 -3.0943 -0.6 1.0 0.0
H 0.5956 0.5545 3.4440 1.0 0.1 -0.1
H 1.2697 0.8885 5.9085 0.1 -0.2 -1.2
H 2.9157 -1.5623 -0.8772 -0.2 0.2 0.8
H 3.6130 0.7699 6.4294 0.8 0.5 3.3
H -3.3815 0.6932 -4.3802 0.7 -0.2 -0.5
H 5.0236 -0.7281 1.5424 0.0 0.4 1.2
H -4.8654 -1.7506 0.1824 0.8 1.0 -0.8
H -6.0367 2.2324 -0.8806 0.6 -0.8 0.0
```
Forces are in eV/Å.

- Strongest force on any atom: 0.1141 hartree/bohr
- Molecular weight: 413.333 g mol⁻¹
- SMILES: Cc1ncccc1/N=C/c1ccc(C#N)c(SCc2c(Cl)cccc2Cl)n1
- Total energy: -62805.173 eV
- Gap between HOMO and LUMO: 7.5278 eV

The following is a quantum chemistry calculation of a structure of composition C20H14Cl3GeN6O2Pt, from the Open Molecules 2025 dataset.

Geometry as XYZ:
```
47
Properties=species:S:1:pos:R:3:forces:R:3
Pt 0.2275 1.7794 -1.1009 -0.7 -1.2 0.2
Ge -2.6988 1.5601 0.6409 -0.5 0.2 1.0
Cl -2.2278 1.8426 -1.6941 2.1 0.2 -0.5
Cl -4.7341 2.4709 0.4810 0.0 -0.1 -0.1
Cl -3.2155 -0.6346 0.4103 -0.1 -0.2 -0.1
O 2.3728 1.3536 -0.5184 -1.4 0.6 -1.1
O 0.1320 2.1151 1.1869 -0.6 -0.1 -1.1
N -0.7973 -2.3653 -1.2032 0.4 0.7 -0.1
N -0.1808 5.9148 -0.6294 -0.6 -1.2 -1.6
N 0.4312 3.7438 -1.4592 0.5 -1.5 0.2
N -4.4012 -7.5256 -3.5855 -0.2 -0.3 -0.2
N 0.0394 -0.3498 -0.9973 -0.1 1.2 0.3
N -0.0807 7.5586 1.1574 0.0 0.3 0.3
C -3.7869 -6.6409 -3.1961 -0.3 -0.4 -0.1
C 3.3759 2.0162 2.8451 0.0 0.0 0.4
C 0.1286 4.7657 -0.9485 -0.1 0.9 0.4
C 4.3379 2.4824 0.1109 -0.2 -0.3 -0.3
C -1.7637 -5.7913 -2.1591 -0.2 0.1 0.0
C -2.7940 -3.2061 -2.2656 0.2 0.1 0.1
C -0.6604 -1.1520 -1.7699 -0.2 0.1 -0.4
C 2.4686 1.9932 1.7780 -0.7 0.0 -0.5
C 0.3557 -1.0622 0.1222 0.1 -0.6 0.4
C 2.9707 1.9152 0.4133 0.4 0.4 1.0
C 2.9584 1.9774 4.1569 0.4 0.0 -0.2
C -0.1241 6.7502 0.3366 0.5 0.8 1.1
C -3.5402 -4.2583 -2.7567 0.1 -0.2 0.0
C 0.6721 1.9294 3.4320 -0.3 0.1 -0.2
C -1.0195 -4.7370 -1.6682 0.0 0.2 0.1
C -3.0275 -5.5549 -2.7003 0.5 0.7 0.2
C -0.1550 -2.3192 0.0028 0.4 0.4 0.4
C -1.5374 -3.4464 -1.7169 -0.5 -0.6 -0.5
C 1.0569 1.9876 2.0636 1.2 -0.1 0.5
C 1.5934 1.9393 4.4448 -0.1 0.0 -0.3
H 4.4326 2.0237 2.6257 0.1 0.0 0.0
H -3.1930 -2.2033 -2.2694 -0.1 0.1 0.1
H -0.0391 -4.9127 -1.2529 0.1 0.0 0.0
H -1.3792 -6.7994 -2.1304 0.0 0.0 0.0
H -4.5228 -4.0853 -3.1700 0.0 0.0 0.0
H 4.5157 3.4240 0.6216 0.0 0.0 0.1
H 5.1047 1.7674 0.4050 0.1 0.0 0.1
H -0.1427 -3.1510 0.6761 0.0 -0.1 0.1
H 1.2598 1.9236 5.4717 -0.1 0.0 0.1
H -0.3895 1.9301 3.6349 0.0 0.0 0.0
H 0.9260 -0.6359 0.9245 0.0 0.1 0.1
H 3.6798 1.9528 4.9577 0.1 0.1 0.0
H 4.4074 2.6158 -0.9655 0.0 0.0 0.0
H -1.0351 -0.8994 -2.7429 -0.2 0.0 -0.1
```
Forces are in eV/Å.

- Strongest force on any atom: 0.0423 hartree/bohr
- Molecular weight: 744.419 g mol⁻¹
- Total energy: -131332.570 eV
- Spin multiplicity: 2
- Gap between HOMO and LUMO (spin up / spin down): 6.0110 / 5.1530 eV

Please write out number 6 again, unchanged.
The following is a quantum chemistry calculation of a structure of composition C20H14Cl3GeN6O2Pt, from the Open Molecules 2025 dataset.

Geometry as XYZ:
```
47
Properties=species:S:1:pos:R:3:forces:R:3
Pt 0.2275 1.7794 -1.1009 -0.7 -1.2 0.2
Ge -2.6988 1.5601 0.6409 -0.5 0.2 1.0
Cl -2.2278 1.8426 -1.6941 2.1 0.2 -0.5
Cl -4.7341 2.4709 0.4810 0.0 -0.1 -0.1
Cl -3.2155 -0.6346 0.4103 -0.1 -0.2 -0.1
O 2.3728 1.3536 -0.5184 -1.4 0.6 -1.1
O 0.1320 2.1151 1.1869 -0.6 -0.1 -1.1
N -0.7973 -2.3653 -1.2032 0.4 0.7 -0.1
N -0.1808 5.9148 -0.6294 -0.6 -1.2 -1.6
N 0.4312 3.7438 -1.4592 0.5 -1.5 0.2
N -4.4012 -7.5256 -3.5855 -0.2 -0.3 -0.2
N 0.0394 -0.3498 -0.9973 -0.1 1.2 0.3
N -0.0807 7.5586 1.1574 0.0 0.3 0.3
C -3.7869 -6.6409 -3.1961 -0.3 -0.4 -0.1
C 3.3759 2.0162 2.8451 0.0 0.0 0.4
C 0.1286 4.7657 -0.9485 -0.1 0.9 0.4
C 4.3379 2.4824 0.1109 -0.2 -0.3 -0.3
C -1.7637 -5.7913 -2.1591 -0.2 0.1 0.0
C -2.7940 -3.2061 -2.2656 0.2 0.1 0.1
C -0.6604 -1.1520 -1.7699 -0.2 0.1 -0.4
C 2.4686 1.9932 1.7780 -0.7 0.0 -0.5
C 0.3557 -1.0622 0.1222 0.1 -0.6 0.4
C 2.9707 1.9152 0.4133 0.4 0.4 1.0
C 2.9584 1.9774 4.1569 0.4 0.0 -0.2
C -0.1241 6.7502 0.3366 0.5 0.8 1.1
C -3.5402 -4.2583 -2.7567 0.1 -0.2 0.0
C 0.6721 1.9294 3.4320 -0.3 0.1 -0.2
C -1.0195 -4.7370 -1.6682 0.0 0.2 0.1
C -3.0275 -5.5549 -2.7003 0.5 0.7 0.2
C -0.1550 -2.3192 0.0028 0.4 0.4 0.4
C -1.5374 -3.4464 -1.7169 -0.5 -0.6 -0.5
C 1.0569 1.9876 2.0636 1.2 -0.1 0.5
C 1.5934 1.9393 4.4448 -0.1 0.0 -0.3
H 4.4326 2.0237 2.6257 0.1 0.0 0.0
H -3.1930 -2.2033 -2.2694 -0.1 0.1 0.1
H -0.0391 -4.9127 -1.2529 0.1 0.0 0.0
H -1.3792 -6.7994 -2.1304 0.0 0.0 0.0
H -4.5228 -4.0853 -3.1700 0.0 0.0 0.0
H 4.5157 3.4240 0.6216 0.0 0.0 0.1
H 5.1047 1.7674 0.4050 0.1 0.0 0.1
H -0.1427 -3.1510 0.6761 0.0 -0.1 0.1
H 1.2598 1.9236 5.4717 -0.1 0.0 0.1
H -0.3895 1.9301 3.6349 0.0 0.0 0.0
H 0.9260 -0.6359 0.9245 0.0 0.1 0.1
H 3.6798 1.9528 4.9577 0.1 0.1 0.0
H 4.4074 2.6158 -0.9655 0.0 0.0 0.0
H -1.0351 -0.8994 -2.7429 -0.2 0.0 -0.1
```
Forces are in eV/Å.

- Strongest force on any atom: 0.0423 hartree/bohr
- Molecular weight: 744.419 g mol⁻¹
- Total energy: -131332.570 eV
- Spin multiplicity: 2
- Gap between HOMO and LUMO (spin up / spin down): 6.0110 / 5.1530 eV

What is the molecular weight in the first record?
505.443 g mol⁻¹

Look up the molecular weight of the third one.
719.178 g mol⁻¹